Entry from the OMol25 dataset: a structure of composition C6H9NO at a distorted geometry (ωB97M-V/def2-TZVPD).

Atoms and positions in Å:
H  0.84  -1.75  -1.43
H  -2.06  -0.25  2.12
C  0.33  -1.02  0.68
C  -0.70  -0.39  -0.94
H  1.96  0.83  -1.65
H  -0.86  0.32  -1.79
C  0.41  1.36  -0.01
H  1.25  -1.04  1.34
C  -0.62  0.38  0.42
C  1.33  0.50  -0.77
O  1.59  0.92  0.62
H  -0.23  -2.00  0.68
C  0.68  -0.89  -0.74
H  -1.55  -1.25  -1.22
H  -0.99  1.12  1.98
H  0.29  2.51  -0.62
N  -1.70  0.66  1.33

Output
Strongest force on any atom, eV/A: 6.49
ΔE to the lowest compared entry with this formula, charge and spin, kcal/mol: 155.2
Gap between HOMO and LUMO, eV: 9.964

Atomic partial charges in e from the Löwdin method, atoms 1 to 6: H 0.15; H 0.20; C -0.08; C -0.17; H 0.17; H 0.11